Model A:
Density functional theory data (the ωB97M-V functional and the def2-TZVPD basis) for a single C3H2N2O2 molecule.

XYZ file:
```
9
Properties=species:S:1:pos:R:3:nbo_charge:R:1
H -0.7616 -1.3320 -0.9997 0.3889
N -1.3685 -0.5853 -0.6797 -0.5731
C -0.7246 0.3084 -0.0940 0.4461
C -1.4143 1.3389 0.6502 0.1864
N -1.8160 1.5092 1.7120 -0.2020
O 0.6160 0.4468 0.2312 -0.4984
C 1.5344 -0.4634 -0.1703 0.6582
O 1.3172 -1.4641 -0.7836 -0.5468
H 2.5193 -0.1167 0.1708 0.1407
```

Computed properties:
E_HOMO in eV: -11.39
Kohn-Sham gap in eV: 11.28
Multiplicity: 1

Model B:
Density functional theory data (the ωB97M-V functional and the def2-TZVPD basis) for a single C3H2N2O2 molecule.

XYZ file:
```
9
Properties=species:S:1:pos:R:3:nbo_charge:R:1
O -2.6920 -0.1486 0.3329 -0.5165
C -1.5428 -0.2485 -0.2276 0.8131
N -0.8047 0.8978 -0.3951 -0.4027
C 0.4709 0.9301 0.0689 0.0593
C 1.1770 -0.2888 0.0968 -0.0440
N 0.5752 -1.3639 0.0224 -0.0351
O -0.7713 -1.3993 -0.3093 -0.3235
H 1.1901 1.8267 -0.1404 0.2161
H 2.3976 -0.2055 0.5514 0.2333
```

Computed properties:
E_HOMO in eV: -10.68
Kohn-Sham gap in eV: 9.11
Multiplicity: 1

model A takes first place; second place is 2.847 eV up.

Model A:
Density functional theory data (the ωB97M-V functional and the def2-TZVPD basis) for a single C3H2N2O2 molecule.

XYZ file:
```
9
Properties=species:S:1:pos:R:3:nbo_charge:R:1
O -2.4080 0.2867 -0.9162 -0.4500
C -1.7086 0.2326 0.0571 0.3418
C -0.3967 -0.5370 0.0397 0.5488
O -0.3128 -1.6638 -0.3647 -0.4773
N 0.6502 0.2188 0.6285 -0.4038
C 1.8388 0.3614 -0.1406 0.2039
N 1.9933 -0.6436 0.5590 -0.1329
H -1.9782 0.7293 1.0006 0.1347
H 2.3220 1.0156 -0.8635 0.2349
```

Computed properties:
E_HOMO in eV: -10.05
Kohn-Sham gap in eV: 9.62
Multiplicity: 1

Model B:
Density functional theory data (the ωB97M-V functional and the def2-TZVPD basis) for a single C3H2N2O2 molecule.

XYZ file:
```
9
Properties=species:S:1:pos:R:3:nbo_charge:R:1
O -2.3378 -0.2872 -0.2363 -0.5557
C -1.1269 -0.3567 0.0879 0.6566
C -0.2791 0.7105 0.3414 -0.3007
C 1.0662 0.7305 -0.1119 0.0007
N 1.4742 -0.6219 -0.1538 -0.2124
N 0.8300 -1.5769 0.0794 0.1847
O -0.5394 -1.5795 0.0892 -0.3100
H -1.0757 1.6611 0.2786 0.2658
H 1.9885 1.3202 -0.3746 0.2711
```

Computed properties:
E_HOMO in eV: -10.02
Kohn-Sham gap in eV: 8.60
Multiplicity: 1

model A takes first place; second place is 0.600 eV up.